DFT (wB97M-V/def2-TZVPD) results for a cluster of 3 separate species, C23H25BrO5 in total in a non-equilibrium geometry.

```
54
Properties=species:S:1:pos:R:3
C 4.141 2.367 1.251
C 3.843 0.923 0.613
Br 5.574 0.059 0.158
C 2.921 1.060 -0.730
C 2.006 -0.259 -0.760
C 0.970 -0.682 0.108
C 0.410 0.145 1.384
C -0.937 0.894 0.836
C -0.781 2.503 0.778
C -0.308 3.064 -0.642
O -0.066 4.302 -0.728
O -0.117 2.279 -1.809
C 0.417 -2.087 -0.412
O -0.490 -2.814 0.028
O 1.229 -2.423 -1.565
C 2.153 -1.391 -1.887
O 2.934 -1.284 -2.862
H 5.220 2.416 1.647
H 4.069 3.134 0.401
H 3.360 2.553 2.066
H 3.295 0.206 1.334
H 2.332 2.034 -0.767
H 3.646 0.947 -1.624
H 1.184 0.889 1.786
H 0.176 -0.609 2.212
H -1.139 0.565 -0.256
H -1.850 0.542 1.430
H -1.842 2.931 0.946
H -0.139 2.879 1.654
H 0.692 2.646 -2.249
C -0.098 -5.545 -6.205
C -1.065 -5.827 -5.245
C -0.979 -5.253 -3.980
C 0.077 -4.399 -3.674
C 1.049 -4.124 -4.631
C 0.961 -4.696 -5.897
H -0.169 -5.987 -7.193
H -1.887 -6.494 -5.483
H -1.735 -5.470 -3.233
H 0.142 -3.950 -2.692
H 1.875 -3.463 -4.391
H 1.717 -4.479 -6.644
C -2.202 2.381 4.749
C -2.650 3.677 4.989
C -4.014 3.953 4.989
C -4.930 2.934 4.744
C -4.481 1.641 4.494
C -3.117 1.365 4.499
H -1.139 2.164 4.756
H -1.936 4.471 5.178
H -4.363 4.962 5.180
H -5.993 3.148 4.746
H -5.194 0.847 4.297
H -2.767 0.356 4.307
```

Values from the calculation:
HOMO energy (eV): -9.019
Gap between HOMO and LUMO (eV): 7.82

DFT (wB97M-V/def2-TZVPD) results for the molecule C3H4OS in a non-equilibrium geometry.

```
9
Properties=species:S:1:pos:R:3
C 1.125 -0.048 -0.336
C -0.136 -0.193 0.453
S -1.533 -1.358 -0.147
C -1.431 0.398 0.094
O -2.197 1.502 -0.056
H 1.889 -0.675 -0.018
H 1.597 0.993 -0.154
H 0.652 -0.303 -1.358
H 0.032 -0.315 1.521
```

Values from the calculation:
HOMO energy (eV): -9.998
ΔE to the lowest compared entry with this formula, charge and spin (kcal/mol): 44.12
Gap between HOMO and LUMO (eV): 10.09

DFT (wB97M-V/def2-TZVPD) results for a structure of composition C5H4O4Ru in a non-equilibrium geometry.

```
14
Properties=species:S:1:pos:R:3
C -1.323 -0.553 2.038
C -1.249 -0.927 3.185
H -1.431 -1.151 4.222
H -2.118 -0.210 1.134
O -0.105 -0.386 -0.160
C -1.235 -0.409 -0.988
O -1.034 -0.367 -2.229
O -2.243 0.011 -0.423
Ru -0.965 0.956 -3.474
C 2.200 0.787 -0.573
C 1.218 0.069 -0.997
O 3.019 1.609 -0.176
H 1.431 -0.665 -1.785
H 3.835 1.235 0.224
```

Values from the calculation:
HOMO energy (spin up / spin down) (eV): -23.089 / -23.016
2S+1: 6
Total charge: +3
Gap between HOMO and LUMO (spin up / spin down) (eV): 8.54 / 7.87
⟨S²⟩: 8.760

Repeat the second record exactly.
DFT (wB97M-V/def2-TZVPD) results for the molecule C3H4OS in a non-equilibrium geometry.

```
9
Properties=species:S:1:pos:R:3
C 1.125 -0.048 -0.336
C -0.136 -0.193 0.453
S -1.533 -1.358 -0.147
C -1.431 0.398 0.094
O -2.197 1.502 -0.056
H 1.889 -0.675 -0.018
H 1.597 0.993 -0.154
H 0.652 -0.303 -1.358
H 0.032 -0.315 1.521
```

Values from the calculation:
HOMO energy (eV): -9.998
ΔE to the lowest compared entry with this formula, charge and spin (kcal/mol): 44.12
Gap between HOMO and LUMO (eV): 10.09